Entry 1:
Molecular formula: C27H39As3Cl2CsI2N4O2S2
Method: DFT, the ωB97M-V functional and the def2-TZVPD basis

As for the orbital gap: 6.370 eV. The calculation puts the energy above the lowest of the compared OMol25 structures with the same formula, charge and spin at 190.3 kJ/mol. The value obtained for the largest force on an atom is 2.94 eV/Å. As for the total energy: -10461.427749 hartree. Its molar mass is 1198.15 g/mol. The charge is -1.

```
82
Properties=species:S:1:pos:R:3:forces:R:3
Cs -0.5459 -0.4612 0.2758 2.90 0.45 -0.11
N -2.9511 -6.9165 3.4736 0.08 0.02 -0.05
C -2.8440 -5.9575 2.4676 -0.03 -0.08 0.04
C -2.8702 -6.3430 1.1225 0.01 -0.04 0.02
C -2.7149 -5.4067 0.1225 -0.10 0.00 0.01
C -2.5329 -4.0693 0.4514 -0.09 -0.05 0.27
C -2.5211 -3.6716 1.7819 0.11 -0.12 -0.07
C -2.6699 -4.6131 2.7867 -0.01 0.04 0.00
S -2.3981 -2.8578 -0.8094 -0.41 -0.31 -0.42
O -2.7121 -1.5999 -0.1511 -1.83 -0.96 -0.45
O -3.2430 -3.2660 -1.9007 -0.02 -0.09 0.01
N -0.8996 -2.6732 -1.3097 -0.02 -0.72 -0.30
C 0.0627 -3.5691 -1.4090 0.13 -0.09 -0.13
N 1.2335 -3.1003 -1.9576 -0.15 -0.46 0.24
C 2.2912 -3.9065 -2.0419 -0.22 0.33 -0.04
C 2.2503 -5.2042 -1.6032 -0.01 -0.16 0.07
C 1.0248 -5.6234 -1.0845 0.05 -0.02 -0.01
N -0.0374 -4.8576 -0.9917 -0.03 0.10 -0.12
H -3.3988 -7.7786 3.2118 -0.03 0.02 0.00
H -3.2423 -6.5762 4.3747 -0.02 0.01 -0.01
H -3.0103 -7.3885 0.8697 0.00 0.02 0.01
H -2.7443 -5.7007 -0.9191 0.01 0.03 0.08
H -2.4014 -2.6253 2.0319 -0.01 -0.02 0.00
H -2.6541 -4.3025 3.8253 0.02 0.00 -0.02
H 3.1775 -3.4648 -2.4818 0.03 0.00 0.00
H 3.1097 -5.8538 -1.6615 -0.02 -0.01 0.00
H 0.9029 -6.6431 -0.7278 0.00 0.00 0.00
C -4.0688 1.0188 -2.1032 0.03 -0.07 -0.01
As -2.5337 1.6374 -1.0466 -0.74 0.86 -0.38
C -1.7553 2.7141 -2.4846 -0.02 0.04 -0.04
C -3.3435 3.2144 -0.1582 -0.10 -0.08 0.22
C -4.2304 3.0215 1.0912 0.03 -0.01 -0.03
C -5.2796 1.9312 0.8657 0.03 0.06 0.03
C -3.3922 2.6712 2.3389 -0.04 -0.03 -0.09
As -2.4674 0.9160 2.4738 -0.83 0.31 0.70
C -3.9815 -0.1673 3.1484 0.04 0.00 -0.01
C -1.7583 1.3215 4.2516 0.02 0.00 0.05
C -4.8944 4.3817 1.4235 0.03 -0.09 -0.05
As -6.3331 5.2910 0.4085 0.01 0.06 0.04
C -6.2313 4.6652 -1.4473 0.00 0.02 -0.06
C -7.8726 4.1909 0.9362 -0.02 -0.01 0.03
H -4.6793 1.8590 -2.4368 -0.01 0.02 -0.01
H -4.6723 0.3107 -1.5397 0.01 0.01 0.01
H -3.6699 0.4984 -2.9748 -0.01 -0.01 0.01
H -2.5027 3.4055 -2.8794 0.01 0.01 -0.02
H -1.4054 2.0595 -3.2808 0.00 0.00 -0.01
H -0.8948 3.2715 -2.1179 0.00 0.01 0.01
H -3.9051 3.7341 -0.9319 -0.07 0.05 -0.06
H -2.4976 3.8586 0.1026 0.02 0.01 0.02
H -4.8050 0.9609 0.7085 0.02 0.01 0.01
H -5.8922 2.1356 -0.0107 -0.03 0.02 -0.03
H -5.9387 1.8413 1.7336 0.01 0.01 0.00
H -4.0303 2.7281 3.2263 -0.03 0.03 0.01
H -2.6048 3.4199 2.4683 0.03 0.01 -0.02
H -4.6680 0.4348 3.7468 0.01 0.01 0.01
H -3.5621 -0.9520 3.7810 0.00 0.00 0.00
H -4.5246 -0.6402 2.3316 0.01 0.00 -0.01
H -2.5774 1.5333 4.9416 0.01 0.03 0.02
H -1.0959 2.1849 4.1925 0.02 -0.01 -0.01
H -1.1770 0.4678 4.5961 0.01 0.00 0.00
H -4.1038 5.1319 1.5015 0.04 0.01 0.01
H -5.3461 4.3262 2.4202 0.01 -0.01 0.03
H -5.3791 5.1136 -1.9557 -0.01 0.00 0.00
H -7.1419 5.0196 -1.9330 0.01 -0.01 -0.02
H -6.1804 3.5829 -1.5398 0.00 -0.02 -0.01
H -7.9123 4.1318 2.0243 -0.01 0.01 -0.01
H -7.8271 3.1849 0.5271 0.00 -0.05 -0.01
H -8.7830 4.6780 0.5870 0.00 0.00 0.00
Cl 0.4751 2.1615 1.6066 0.48 0.64 0.36
C 1.7354 1.9124 2.8126 -0.10 0.02 -0.01
C 2.4732 3.0306 3.1582 -0.07 -0.04 -0.05
C 3.4790 2.9212 4.1029 0.02 -0.03 0.03
C 3.7197 1.6824 4.6760 0.00 -0.03 0.00
C 2.9643 0.5813 4.3096 0.02 0.00 0.03
Cl 3.3559 -0.9249 5.0986 -0.05 0.04 -0.05
C 1.9179 0.6212 3.3584 -0.13 -0.07 -0.02
S 0.9619 -0.7603 2.9188 0.61 0.15 0.91
H 2.2551 3.9770 2.6815 -0.01 -0.02 0.00
H 4.0652 3.7853 4.3865 0.00 -0.02 -0.01
H 4.4986 1.5578 5.4168 -0.01 -0.01 -0.01
I 1.3597 -0.9557 -2.7743 0.39 0.64 -0.62
I 1.7309 1.6968 -3.8601 0.00 -0.34 0.12
```
Forces are in eV/Å.



Entry 2:
Molecular formula: C15H33NO8S3
Method: DFT, the ωB97M-V functional and the def2-TZVPD basis

As for the orbital gap: 8.791 eV. The calculation puts the energy above the lowest of the compared OMol25 structures with the same formula, charge and spin at 202.5 kJ/mol. The value obtained for the largest force on an atom is 7.73 eV/Å. As for the total energy: -2442.170925 hartree. Its molar mass is 451.63 g/mol.

```
60
Properties=species:S:1:pos:R:3:forces:R:3
C 0.6594 -0.5148 0.5743 -1.71 -0.08 -5.37
C 1.7267 -0.2688 1.5168 -1.87 1.57 2.20
O 1.6538 -0.7392 2.6303 2.01 0.67 -0.89
N 2.7484 0.7948 1.0733 -0.03 -1.27 -1.00
H 2.8563 0.5295 -0.0026 1.17 -0.55 -0.93
H 2.5082 1.7576 0.7887 -1.47 -0.07 0.72
C 3.9642 0.8905 1.8748 1.80 2.85 -2.51
H -0.0367 0.4105 0.2887 1.64 -1.70 1.22
H -0.0497 -1.4132 0.7518 1.56 1.72 0.14
H 1.1797 -0.6339 -0.5080 -1.01 0.04 2.24
H 4.8780 1.5716 1.3194 -3.00 -2.09 1.75
H 4.2790 -0.0064 2.2345 1.44 -3.22 -0.37
H 3.6396 1.1940 2.8094 -0.38 2.19 1.82
O 3.2454 0.1895 -1.3436 -0.20 -0.29 -4.11
H 3.2561 0.1646 -2.4438 -0.12 0.37 4.92
C -1.6240 2.3328 -1.4703 -0.99 -2.22 0.29
C -0.9582 2.9873 -2.7064 -3.95 2.59 3.00
C 0.4303 3.0575 -2.4921 4.73 2.25 3.56
S 0.4441 3.8509 -0.8953 1.14 -3.26 1.43
O 0.3741 5.2457 -1.0867 0.29 2.24 0.31
O 1.4697 3.1562 -0.0960 -0.31 1.33 -0.16
C -1.1232 3.2438 -0.3278 -1.23 -0.82 0.27
H -1.0583 1.2148 -1.3196 -2.19 2.89 -0.50
H -2.9534 2.2469 -1.5371 4.47 0.12 0.20
H -1.5165 3.9551 -2.8796 1.10 -0.86 -0.26
H -0.9615 2.3861 -3.4411 -1.76 -4.22 -6.04
H 1.1423 3.7033 -2.9650 -0.42 0.91 -1.41
H 1.1542 2.2862 -2.2425 -1.02 -1.64 -0.42
H -1.7547 4.0933 -0.1357 -0.32 0.47 -0.22
H -1.0817 2.6894 0.6042 0.55 0.07 0.15
C -3.5302 -2.1854 4.9291 0.53 -1.63 -0.17
C -2.1225 -2.6173 4.4672 -4.15 -4.87 -2.80
C -1.3529 -1.5195 4.3782 6.43 4.28 -0.45
S -2.2646 -0.3782 3.5481 0.43 4.02 0.68
O -1.9080 -0.5312 2.2073 -0.43 -0.62 -4.12
O -2.0285 0.9534 4.0812 -0.80 -0.60 0.32
C -3.8742 -1.0097 3.9767 2.74 -5.49 -3.04
H -3.5144 -2.0104 6.0540 -0.09 0.42 -1.54
H -4.1417 -3.0774 4.7666 -0.49 0.46 0.10
H -2.0546 -3.2114 3.4457 -0.82 1.06 1.82
H -1.6469 -3.1955 5.1232 1.26 -3.16 2.86
H -0.2682 -1.7390 3.8547 -2.67 1.28 1.47
H -1.3546 -0.9519 5.3035 1.13 -0.45 0.93
H -4.4014 -1.3745 3.0470 0.82 0.31 0.89
H -4.4575 -0.4274 4.4484 -3.90 5.07 3.06
C 1.7632 -1.5425 -4.1347 3.68 2.37 1.01
C 1.5536 -2.5395 -3.0495 5.35 -1.64 -0.49
C 0.2334 -2.9380 -3.0893 -4.89 -0.99 1.94
S -0.7520 -1.5246 -3.4039 2.69 2.66 5.83
O -1.0709 -1.0554 -2.0371 -0.77 -0.13 -1.47
O -1.6980 -1.6062 -4.4205 -2.40 -0.64 -2.36
C 0.6557 -0.5390 -3.8854 -0.07 1.17 -1.48
H 1.9681 -2.0608 -5.0781 -0.85 0.60 -0.18
H 2.7824 -0.9622 -3.8713 -2.05 -1.37 -0.90
H 1.7521 -2.1097 -2.0409 0.66 -0.50 -0.77
H 2.1558 -3.4853 -3.4043 -0.38 1.71 1.67
H -0.0663 -3.3930 -2.1524 -0.52 0.13 0.19
H -0.1631 -3.5265 -3.8108 -0.09 -2.65 -2.76
H 0.9656 0.1441 -3.0534 -0.46 -0.74 -0.58
H 0.3491 0.0384 -4.7724 0.19 -0.05 0.33
```
Forces are in eV/Å.



Entry 3:
Molecular formula: C4H13N3O
Method: DFT, the ωB97M-V functional and the def2-TZVPD basis

As for the orbital gap: 8.152 eV. The calculation puts the energy above the lowest of the compared OMol25 structures with the same formula, charge and spin at 561.4 kJ/mol. The value obtained for the largest force on an atom is 2.07 eV/Å. As for the total energy: -399.533461 hartree. Its molar mass is 119.17 g/mol.

```
21
Properties=species:S:1:pos:R:3:forces:R:3
C 0.9668 -0.4773 -0.8955 -0.66 0.72 -1.83
C -1.2836 -0.4875 0.2231 0.99 -0.61 1.70
C 1.4391 -0.7916 1.4197 -0.38 -0.23 0.34
C -1.8428 0.4164 1.2762 0.14 0.05 0.01
N 0.7460 -0.0198 0.4203 -1.49 -0.01 -0.47
N -0.1262 0.1847 -1.6531 -0.20 -0.79 0.66
N -0.0129 1.6109 -1.6261 0.45 0.21 -0.50
O 2.2280 -0.1488 -1.4543 -0.01 -0.01 0.63
H 2.3075 0.8086 -1.3271 0.14 -0.12 -0.12
H -0.4558 -0.2478 -2.5106 0.78 0.62 -0.12
H 0.8541 -1.5617 -1.0530 0.04 0.05 0.04
H 0.1935 1.8381 -0.6492 -0.29 -0.18 -0.20
H -0.9129 2.0212 -1.8647 0.09 -0.20 0.15
H -2.0011 -0.6172 -0.5836 0.61 0.44 -0.38
H -0.9910 -1.4779 0.5541 -0.15 -0.12 0.31
H 2.5233 -0.8447 1.2384 -0.24 0.10 -0.16
H 1.0700 -1.8348 1.4890 0.08 0.07 -0.06
H 1.2965 -0.3336 2.4023 0.04 -0.03 -0.07
H -1.2938 0.3321 2.2123 -0.03 0.09 0.01
H -1.8037 1.4564 0.9378 -0.01 -0.07 0.07
H -2.9009 0.1742 1.4440 0.12 0.01 0.00
```
Forces are in eV/Å.



> What is the formula in the first record?

C27H39As3Cl2CsI2N4O2S2



> largest force on an atom of number 1 (C27H39As3Cl2CsI2N4O2S2)?

2.94 eV/Å



> Among the records above, which one has the highest largest force on an atom?

C15H33NO8S3